a) {"formula": "C2HO2S2", "method": "ωB97M-V/def2-TZVPD", "symbols": ["C", "C", "O", "O", "S", "S", "H"], "coordinates": [[-0.1173, -1.8822, -0.6662], [0.0368, 1.9899, 1.4353], [-0.2956, -1.0570, -1.4537], [-0.0961, -2.8876, -0.1072], [-0.9378, 0.7130, 1.6634], [0.8452, 2.1905, -0.1088], [0.5648, 0.9334, -0.7627]], "multiplicity": 1, "charge": -1, "e_lumo_ev": 3.22}



b) {"formula": "C2HO2S2", "method": "ωB97M-V/def2-TZVPD", "symbols": ["C", "C", "O", "O", "S", "S", "H"], "coordinates": [[0.1623, 1.1070, 0.6416], [-0.2270, -0.4414, -0.1464], [-0.8003, 1.6745, 1.1519], [1.3538, 1.1447, 0.6232], [0.1853, -0.6025, -1.9092], [0.9790, -1.6337, -0.3378], [-1.6532, -1.2485, -0.0234]], "multiplicity": 1, "charge": -1, "e_lumo_ev": 3.32}



It is a) that is the most stable of them.



a) {"formula": "C2H13O4S", "method": "ωB97M-V/def2-TZVPD", "symbols": ["C", "C", "S", "H", "H", "H", "H", "H", "H", "H", "O", "H", "H", "O", "H", "H", "O", "H", "H", "O"], "coordinates": [[1.0992, 1.9756, -0.7250], [0.0492, 1.5206, 0.2979], [0.4283, 0.1019, 1.4381], [1.9183, 2.5131, -0.1930], [1.3997, 1.0335, -1.2981], [0.5231, 2.7989, -1.3688], [-0.2686, 2.3968, 1.0028], [-0.9101, 1.3277, -0.1255], [2.3659, -1.6974, -0.2492], [2.5750, -0.4704, 0.6908], [3.0616, -1.0717, 0.0455], [-2.2607, -0.1697, -0.7061], [-1.3300, -1.2969, -1.2579], [-2.1644, -0.7526, -1.5032], [-1.7596, -0.8403, 1.8797], [-2.8579, -1.1722, 0.9501], [-2.7012, -0.6522, 1.8152], [0.1493, -2.5679, 0.1129], [0.4840, -1.0883, -0.1485], [0.1989, -1.8885, -0.6576]], "multiplicity": 1, "charge": -1, "e_lumo_ev": 3.57}



b) {"formula": "C2H13O4S", "method": "ωB97M-V/def2-TZVPD", "symbols": ["C", "C", "S", "H", "H", "H", "H", "H", "H", "H", "O", "H", "H", "O", "H", "H", "O", "H", "H", "O"], "coordinates": [[-0.5522, 3.9544, 0.6996], [0.4430, 2.8105, 0.4051], [-0.0820, 1.7702, -0.9647], [-0.6786, 4.5351, -0.2139], [-1.5131, 3.5598, 1.0349], [-0.1989, 4.6349, 1.4856], [1.3739, 3.3220, 0.1358], [0.6759, 2.2930, 1.3415], [-1.2841, -0.3888, -0.8538], [-2.4438, -0.8769, -0.0591], [-1.9239, -1.1207, -0.8309], [0.3737, -4.0179, 1.1078], [0.7818, -5.3427, 1.6967], [0.5075, -4.4622, 1.9482], [2.3412, -0.6932, -1.0384], [0.9015, -0.1871, -1.2347], [1.4830, -0.9755, -1.3293], [0.5902, -2.5668, -1.3350], [-0.8362, -2.9369, -0.9693], [0.0411, -3.3109, -1.0263]], "multiplicity": 1, "charge": -1, "e_lumo_ev": 3.65}



It is b) that is the most stable of them.



a) {"formula": "C5H9ClN2O3PS", "method": "ωB97M-V/def2-TZVPD", "symbols": ["C", "C", "C", "C", "C", "N", "N", "O", "O", "O", "P", "S", "Cl", "H", "H", "H", "H", "H", "H", "H", "H", "H"], "coordinates": [[3.4812, 0.9043, 0.3767], [-1.6856, -0.5267, -0.0975], [-0.7115, 1.5540, -1.1479], [-2.3320, -2.7195, 0.6355], [-0.4660, 0.3030, -0.3842], [2.2298, 0.7242, 0.2749], [3.8772, 2.0487, 1.0244], [-2.7678, -0.0238, -0.1661], [1.0499, -1.4258, 1.0759], [-1.3425, -1.7941, 0.2018], [1.0564, -0.3888, -0.0846], [4.8864, -0.0422, -0.2270], [4.0474, -1.8391, -0.5461], [-1.7225, 1.8247, -0.7695], [-0.4886, 1.4156, -2.2076], [0.1074, 2.1908, -0.9083], [-2.1384, -3.0992, 1.6268], [-2.5136, -3.6089, -0.1349], [-3.3862, -2.3674, 0.7339], [3.3006, 2.7409, 1.2105], [4.8247, 2.3359, 0.8924], [0.2119, -2.0400, 1.0170]], "multiplicity": 1, "charge": 1, "e_lumo_ev": -5.63}



b) {"formula": "C5H9ClN2O3PS", "method": "ωB97M-V/def2-TZVPD", "symbols": ["C", "C", "C", "C", "C", "N", "N", "O", "O", "O", "P", "S", "Cl", "H", "H", "H", "H", "H", "H", "H", "H", "H"], "coordinates": [[-2.5420, 0.3952, -0.5362], [1.9249, -0.1351, 0.4602], [0.1103, -0.1069, 2.3676], [2.5241, 0.8668, -1.5776], [0.6756, -0.7264, 1.1982], [-1.2355, 0.6637, -0.8039], [-3.5653, 1.1219, -0.8518], [2.9520, 0.0891, 1.0300], [-0.0901, -1.4946, -1.4368], [1.5295, 0.1849, -0.7728], [-0.6063, -0.7219, -0.2586], [-2.6049, -1.1962, 0.2395], [0.9638, -2.5005, 1.4830], [-0.8693, -0.5470, 2.6110], [-0.0786, 1.0064, 1.9285], [0.6028, -0.0884, 3.3366], [3.3892, 0.3700, -1.1179], [2.3727, 1.9644, -1.3166], [2.6498, 0.4887, -2.6248], [-3.4817, 2.1418, -1.1121], [-4.5077, 0.6695, -0.8037], [-0.1137, -2.4454, -1.4419]], "multiplicity": 1, "charge": 1, "e_lumo_ev": -3.55}



It is b) that is the most stable of them.